No. 1
Below is C20H42InN2O4 as an isolated structure in a non-equilibrium geometry, with properties calculated with the ωB97M-V functional and the def2-TZVPD basis.

For the LUMO energy (alpha / beta), the calculation gives 0.366 / -1.139 eV. The expectation value of S² is 0.7611. Its HOMO energy (alpha / beta) is -7.57 / -6.95 eV. The value obtained for the total energy is -1387.5549 Ha. The HOMO-LUMO gap (alpha / beta) comes out at 7.931 / 5.811 eV. As for the spin multiplicity: 2. Its total charge is 0.

Geometry as XYZ:
```
69
Properties=species:S:1:pos:R:3:forces:R:3
In -7.0906 0.8578 1.8306 -1.0593 0.9422 0.7023
O -7.3850 3.6598 3.0624 -2.3858 -0.4016 0.7308
O -8.4764 2.9009 0.3018 0.6046 -0.0452 -1.3206
O -5.0919 0.9794 -0.6019 -0.2737 -0.9379 0.1882
O -9.5117 1.3923 3.4337 0.6135 2.9744 -0.2853
N -8.6211 3.2569 -1.0833 -0.4295 -0.9867 -1.0517
N -5.3228 -0.4206 -0.6091 -0.2496 -1.5383 1.0400
C -8.0030 4.6334 -3.1161 -0.7872 -0.3001 0.1914
C -6.0519 -0.8752 -1.8202 -1.6351 0.3368 -0.6942
C -4.1759 -1.2086 -0.0470 0.1372 0.2294 -0.8560
C -8.5819 3.7783 3.8321 2.3410 0.1622 -0.9647
C -10.9372 4.0216 -0.6308 -0.5801 0.5961 -0.1031
C -2.8284 -0.7422 -0.7231 0.4700 -1.6853 -0.0132
C -6.4271 -2.4098 -1.8250 2.4070 -0.0795 1.4984
C -10.6743 1.7050 -1.4183 1.1210 0.0625 0.1657
C -5.1324 -3.2633 -1.4837 -0.5339 1.2223 1.3113
C -9.7983 2.8106 3.3957 0.9306 -3.7338 -0.0496
C -10.0793 3.1288 -1.5119 0.6570 0.4640 -0.0716
C -10.2242 3.5696 -2.9620 -0.4157 1.5174 -1.2963
C -7.7746 4.4050 -1.5788 0.0084 1.6977 0.5838
C -9.5011 4.8426 -3.4912 1.4820 -1.5397 1.5521
C -8.0010 5.7826 -0.7665 0.2081 -1.2124 -0.8681
C -6.2714 4.0592 -1.4429 0.1479 -0.6609 0.9545
C -3.9989 -1.0115 1.4312 0.6160 0.5939 1.6997
C -4.4582 -2.7509 -0.1468 0.2936 0.5880 -1.9277
C -7.4851 -0.1488 -1.6954 2.2949 0.0576 -1.1252
C -5.3060 -0.4856 -3.1510 0.0109 0.3948 1.2065
H -7.3030 0.8887 -1.9758 -0.4818 0.1365 0.0214
H -7.1858 -2.5049 -1.0482 -0.0638 -0.4071 -0.0553
H -8.8578 4.8301 3.9080 -0.5904 0.2845 -0.6535
H -5.9638 3.1789 -2.0073 -0.4633 -0.2364 -0.0805
H -4.9836 -3.0853 0.7478 -0.4575 0.1012 -0.2558
H -6.0349 3.8504 -0.3995 -0.1305 -0.2010 0.1589
H -3.6116 -0.0298 1.7042 -0.4889 0.3438 -0.0878
H -10.6257 5.0599 -0.7448 0.0878 0.0127 0.3666
H -10.1468 2.9877 2.3782 0.2212 0.8536 -0.2417
H -7.8299 -0.1529 -0.6614 -0.1544 -0.3918 -0.2247
H -7.5595 3.7426 -3.5610 -0.5694 -0.4248 -0.3448
H -10.2650 0.9750 -2.1166 0.5616 0.2071 -0.0386
H -3.4697 -3.2033 -0.0668 0.0606 -0.1404 -0.0034
H -8.9500 6.2825 -0.9606 0.0632 -0.0936 -0.3318
H -5.5224 4.8046 -1.7100 -0.6355 0.6416 -0.3034
H -2.0392 -0.4804 -0.0183 -0.4659 0.8462 0.3066
H -4.4835 -3.1720 -2.3547 0.3605 -0.0038 0.1961
H -2.8823 -0.0351 -1.5509 -0.1649 0.1307 0.3019
H -4.7953 -1.3159 2.1103 -0.7480 0.4337 -0.4978
H -6.7950 -2.7689 -2.7861 -0.2481 0.5310 -0.0012
H -11.9800 4.0142 -0.9479 -0.0686 -0.2086 -0.1747
H -5.1367 0.5906 -3.1856 -0.5123 0.3087 -0.1392
H -4.5013 1.1459 -1.3402 0.3606 0.3162 -0.2659
H -11.2677 3.8505 -3.1042 -0.3821 -0.6697 0.0169
H -9.9770 2.8038 -3.6972 -0.0063 -0.4263 0.3574
H -3.2279 -1.6482 1.8650 0.5399 -0.3787 -0.7029
H -7.9593 5.6557 0.3153 0.3242 -0.2111 0.0137
H -7.1764 6.4096 -1.1056 -0.1401 0.2962 0.2749
H -5.8393 -0.7763 -4.0561 0.0872 -0.1149 0.1354
H -10.4532 1.3690 -0.4052 -0.5747 -0.3286 0.0520
H -10.9765 3.7185 0.4155 0.3260 0.0617 0.0412
H -2.3145 -1.6164 -1.1228 -0.3217 -0.3201 -0.6020
H -5.2817 -4.3246 -1.2851 -0.5031 -0.0380 -0.4429
H -11.7303 1.7155 -1.6883 -0.1143 0.2781 0.5639
H -10.6278 3.0484 4.0616 0.0235 0.2468 0.3701
H -8.2945 3.5827 4.8651 -0.2482 -1.0010 0.2240
H -9.6448 4.8868 -4.5708 -0.0303 0.2677 0.1030
H -9.8706 5.7324 -2.9816 -0.0531 0.1434 -0.2719
H -8.8862 3.5624 0.8640 -0.1621 0.5537 0.2199
H -8.1557 -0.6239 -2.4114 -0.2642 0.1285 0.2395
H -4.2724 -0.8314 -3.1345 -0.1421 -0.7389 -0.2274
H -7.3874 5.4052 -3.5780 0.1755 0.4932 0.7866
```
Positions in Å, forces in eV/Å.

natural (NBO) atomic charge list, values in e, 6 entries: 0.8906, -0.4986, -0.6156, -0.5719, -0.8554, -0.1908



No. 2
Below is C16H22N5O3STi as an isolated structure, with properties calculated with the ωB97M-V functional and the def2-TZVPD basis.

For the LUMO energy (alpha / beta), the calculation gives 2.885 / 2.873 eV. The expectation value of S² is 2.0216. Its HOMO energy (alpha / beta) is -1.51 / -5.03 eV. The value obtained for the total energy is -2370.1266 Ha. The HOMO-LUMO gap (alpha / beta) comes out at 4.390 / 7.903 eV. As for the spin multiplicity: 3. Its total charge is -1.

Geometry as XYZ:
```
48
Properties=species:S:1:pos:R:3:forces:R:3
Ti -0.3354 0.1176 -0.2912 -0.4863 -0.2642 -0.4949
S 0.6212 -0.1530 2.9211 0.0696 -0.0634 0.0643
O 1.1562 1.1949 2.9724 -0.0186 0.0117 0.0238
O 1.6037 -1.2043 2.7209 -0.0261 0.0600 -0.0153
O 0.2462 -0.9443 -1.7573 -0.0388 0.2933 0.4126
N -1.9436 -1.1347 8.2035 0.0001 0.0040 0.0081
N -1.4647 -2.2464 2.5013 -0.1307 -0.0688 -0.0335
N 1.7153 0.9457 -0.0479 0.2591 0.0033 -0.3015
N -1.8060 -1.2417 0.3380 0.2739 -0.1532 0.1573
N -0.5461 -0.1500 1.8368 0.2082 -0.1873 -0.0496
C -2.2161 -3.3411 2.0861 -0.0082 0.0189 -0.0308
C 1.3432 0.2699 -3.5211 0.0140 0.0074 -0.0064
C 2.7265 0.7812 0.4644 -0.1417 0.1594 0.3119
C -1.3177 1.9657 -0.7653 0.0770 -0.0417 0.1024
C -0.4128 -1.8144 6.4443 -0.0031 -0.0031 0.0049
C -1.3520 -0.9164 6.9468 0.0048 -0.0080 -0.0059
C -1.3217 -1.3103 1.6177 0.1134 0.1368 0.0505
C -0.8614 -0.8894 -3.8746 -0.0118 0.0008 -0.0044
C -2.7144 -3.4144 0.7917 -0.0136 -0.0074 0.0287
C -2.4964 -2.3732 -0.0812 -0.1667 0.1556 -0.0875
C 0.4682 -0.9176 -3.1260 0.0080 -0.0288 -0.0104
C 3.8882 0.5663 1.3084 0.0318 -0.0390 -0.0680
C -0.1322 -0.4540 4.4928 -0.0281 -0.0165 0.0153
C -1.0571 0.4511 4.9860 0.0076 0.0328 -0.0021
C -1.6654 0.2226 6.2080 0.0026 0.0022 -0.0035
C 0.1865 -1.5886 5.2178 -0.0140 0.0131 -0.0174
H -2.8459 -2.3750 -1.1041 0.0240 -0.0146 -0.0046
H 4.0527 -0.5054 1.4065 -0.0132 -0.0019 0.0163
H -2.4061 1.8529 -0.7324 -0.0047 0.0136 -0.0309
H -1.9946 -2.1100 8.4553 0.0012 0.0008 -0.0011
H -1.4224 0.0024 -3.5832 0.0065 0.0057 -0.0046
H 4.7735 1.0511 0.9017 -0.0134 0.0147 -0.0105
H 0.9994 -1.8399 -3.4139 0.0058 0.0057 -0.0007
H 0.8837 -2.2977 4.7940 0.0019 -0.0026 0.0040
H -1.0376 2.6836 0.0182 0.0019 0.0212 -0.0269
H -0.1685 -2.7056 7.0121 -0.0010 0.0006 0.0012
H -2.3946 0.9272 6.5926 -0.0004 0.0007 0.0004
H -0.7134 -0.8747 -4.9583 0.0054 -0.0121 0.0014
H -1.0386 2.4089 -1.7281 0.0066 -0.0353 -0.0223
H -1.3059 1.3291 4.4036 0.0023 -0.0024 -0.0031
H -1.4552 -1.7654 -3.6107 -0.0036 0.0057 0.0081
H 1.5810 0.2526 -4.5887 -0.0115 -0.0025 0.0002
H -2.3656 -4.1288 2.8120 0.0043 -0.0015 0.0018
H -3.2655 -4.2873 0.4621 -0.0015 -0.0025 0.0070
H 0.8249 1.2048 -3.2923 -0.0008 -0.0010 0.0114
H 3.6329 0.9669 2.2893 0.0111 -0.0064 0.0066
H 2.2753 0.2529 -2.9545 -0.0020 -0.0012 0.0015
H -2.8471 -0.6969 8.2999 -0.0013 -0.0024 -0.0033
```
Positions in Å, forces in eV/Å.

natural (NBO) atomic charge list, values in e, 6 entries: 1.5584, 2.3261, -0.9942, -0.9939, -0.8275, -0.8065



No. 3
Below is C2H27O14 as an isolated structure in a non-equilibrium geometry, with properties calculated with the ωB97M-V functional and the def2-TZVPD basis.

For the LUMO energy, the calculation gives 2.417 eV. The energy above the lowest of the compared OMol25 structures with the same formula, charge and spin is 2187.7 kJ/mol. Its HOMO energy is -4.14 eV. The value obtained for the total energy is -1145.0736 Ha. The HOMO-LUMO gap comes out at 6.556 eV. Its total charge is -1.

Geometry as XYZ:
```
43
Properties=species:S:1:pos:R:3:forces:R:3
O 1.5764 2.1506 1.4107 3.3305 1.3746 -1.8966
O -2.2142 2.6795 0.1144 -0.8914 1.0349 2.0397
O 1.7939 0.7869 -1.2656 5.5744 1.9056 -1.3431
O -2.2293 -1.8439 1.3711 -5.0886 -2.4591 4.8482
O -1.6996 2.4230 -2.1773 0.1721 0.1427 -2.2862
O -1.7990 -2.0488 -0.6729 -3.2101 -0.4807 -4.7207
O 1.8295 -1.2705 -2.4114 6.6396 2.1661 -3.0179
O -0.2885 -0.3024 -3.0477 -1.2167 1.7878 -1.3689
O 0.1914 -1.6110 0.0166 4.5877 8.8415 12.2879
O -0.0520 1.3641 2.7866 -2.6409 4.8892 2.1033
O 0.2564 -2.4803 -1.7207 -1.4486 -5.8604 -5.3620
O 1.8189 -2.3129 1.4976 2.5155 -1.8664 0.2766
O -0.6437 -0.4419 1.6792 -3.9676 0.8955 -4.9859
O 1.0061 -0.5549 2.8445 6.4512 -1.3289 5.2025
C -0.1795 -0.5250 0.5069 -0.2672 2.1528 -3.0073
C -0.1286 0.7456 -0.3142 -3.1703 -1.0714 1.0599
H 2.5314 -0.9619 -2.9844 0.4839 0.0670 -0.2927
H 0.9758 -2.0180 1.1535 0.4157 -0.9909 0.2615
H -2.9549 -1.3742 1.7825 -0.3012 -0.0279 0.4116
H -1.4540 -1.3268 1.5899 -0.3374 -0.9091 0.9775
H -0.7042 0.8276 2.3360 -0.7000 0.6584 0.6773
H -1.1027 1.2315 -0.3714 0.7929 -1.0766 0.2733
H 0.3442 0.0378 -2.4151 -0.7182 -0.7794 -1.7974
H 0.9471 -1.8912 -2.0243 -2.1616 -3.2462 0.7992
H 1.6256 -0.5185 -1.8554 1.1919 -0.0327 0.5012
H 0.1272 -1.0874 -3.4044 -0.2569 -0.3854 0.2636
H -3.0873 3.0719 0.1131 -0.4234 0.2230 0.3272
H -0.9645 -1.7421 -0.3181 -4.7233 -1.4182 -1.3179
H 0.1833 0.4888 -1.3266 -2.3881 0.7017 2.8021
H -2.0037 2.8826 -1.3946 0.3483 0.0758 -0.0481
H 0.5364 1.3900 0.2607 -1.1957 -0.2293 -2.0106
H 0.7705 1.6350 1.4410 -0.2123 0.5372 2.3150
H 2.0103 1.2117 -0.4356 0.4902 0.3210 0.6949
H -0.8008 2.1666 -1.9711 -0.1190 0.0136 -0.2377
H 0.0614 -2.1834 -0.8318 0.2693 -4.3505 -5.9027
H 1.4770 1.4973 -1.8233 0.3110 0.4465 -0.2488
H 1.8237 -0.3754 2.3802 0.2201 0.1902 0.7985
H -2.3753 1.7359 0.1130 -0.4815 -0.3017 0.1491
H 0.3840 0.7586 3.3862 0.2794 -0.2186 0.3736
H 2.3366 -1.5123 1.5826 0.3171 -0.7663 -0.2692
H -2.3703 -2.1271 0.0911 -0.0843 -0.3061 -1.0784
H 0.3197 -0.3533 2.2085 1.6804 -0.4520 1.4103
H 2.1259 1.7778 2.1001 -0.0667 0.1327 0.3381
```
Positions in Å, forces in eV/Å.

natural (NBO) atomic charge list, values in e, 6 entries: -0.9737, -0.9138, -0.9402, -0.9389, -0.9528, -0.9663